# 1
C17H29N3O5S | wB97M-V/def2-TZVPD

Calculated values
HOMO = -9.29 eV
ΔE to the lowest compared entry with this formula, charge and spin = 3.1 kcal/mol
Gap between HOMO and LUMO = 0.3627 Eh
Lowest unoccupied orbital energy = 0.58 eV
Charge = 0

Geometry as XYZ:
```
55
Properties=species:S:1:pos:R:3:lowdin_charge:R:1
C -7.17127 -1.63081 3.79703 -0.06
N -6.08217 -0.94613 3.10245 0.02
C -4.87466 -1.48238 2.88470 -0.48
O -4.58441 -2.60273 3.28889 0.06
C -3.83908 -0.56892 2.20776 -0.19
N -3.60874 0.67242 2.98053 0.10
C -3.27121 0.83419 4.26282 -0.55
C -3.03717 -0.35031 5.17971 0.03
O -3.15121 1.96521 4.70535 0.03
C -2.52483 -1.27797 1.78461 -0.37
C -2.78827 -2.28990 0.66092 -0.06
C -1.47217 -0.28716 1.26050 -0.06
H -8.02699 -0.96374 3.90930 0.08
H -6.83489 -1.95091 4.78572 0.09
H -7.47234 -2.51428 3.23056 0.09
H -6.23314 0.00422 2.80327 0.14
H -4.30625 -0.25171 1.27627 0.15
H -3.69801 1.54341 2.48168 0.15
H -2.33834 -1.04856 4.72699 0.08
H -2.61526 0.01195 6.11579 0.09
H -3.98157 -0.84936 5.38487 0.08
H -2.09571 -1.80807 2.63337 0.13
H -1.85430 -2.77489 0.37457 0.07
H -3.47687 -3.06241 1.00126 0.07
H -3.20846 -1.78875 -0.21078 0.08
H -0.59958 -0.83353 0.89958 0.07
H -1.88349 0.30658 0.44479 0.08
H -1.14194 0.37080 2.06410 0.07
C 5.78186 4.88854 -3.33371 -0.11
C 5.83763 4.00218 -4.58065 -0.23
C 5.51184 2.54854 -4.23933 -0.21
O 4.12809 2.43584 -3.87489 -0.04
C 3.70104 1.27183 -3.28049 -0.24
C 4.49505 0.12761 -3.07614 0.00
C 3.97957 -0.99106 -2.41716 -0.05
C 2.65506 -0.98816 -1.97147 -0.28
S 1.99224 -2.40495 -1.06889 0.63
N 2.54762 -3.70923 -1.91761 -0.07
O 0.53623 -2.51205 -1.15182 -0.34
O 2.53616 -2.55782 0.27842 -0.32
C 1.84757 0.13128 -2.19133 -0.04
C 2.37581 1.24850 -2.84072 0.01
H 4.77789 4.87553 -2.89726 0.07
H 6.03170 5.92123 -3.59562 0.07
H 6.49538 4.53804 -2.58126 0.08
H 6.84332 4.05263 -5.00948 0.11
H 5.13310 4.37053 -5.33333 0.11
H 5.71384 1.91354 -5.10811 0.13
H 6.16291 2.22803 -3.41911 0.12
H 5.52390 0.08606 -3.41148 0.11
H 4.61223 -1.86026 -2.24459 0.12
H 1.88364 -3.83320 -2.66783 0.07
H 2.49638 -4.47814 -1.26390 0.07
H 0.81591 0.14348 -1.84272 0.12
H 1.75635 2.12524 -2.99616 0.12
```

=====

# 2
C21H22N2O2S | wB97M-V/def2-TZVPD

Calculated values
HOMO = -8.85 eV
ΔE to the lowest compared entry with this formula, charge and spin = 13.8 kcal/mol
Gap between HOMO and LUMO = 0.3478 Eh
Lowest unoccupied orbital energy = 0.61 eV
Charge = 0

Geometry as XYZ:
```
48
Properties=species:S:1:pos:R:3:lowdin_charge:R:1
N -2.95224 -1.37252 1.74901 -0.06
S -3.86003 -1.12295 0.34315 0.62
O -5.02654 -0.38784 0.73329 -0.30
O -4.01633 -2.38105 -0.33097 -0.30
C -2.75636 -0.08166 -0.58014 -0.30
C -1.97324 -0.63182 -1.57349 -0.05
C -1.08234 0.17911 -2.25554 -0.03
C -0.97294 1.52901 -1.94026 -0.23
C 0.07060 2.38071 -2.59825 -0.13
C 1.32174 2.40336 -1.70524 -0.20
N 1.82296 1.05658 -1.53325 -0.03
C 2.67646 0.87292 -0.37145 -0.27
C 3.24361 -0.52790 -0.34461 -0.18
C 2.53611 -1.59380 -0.88494 -0.04
C 3.04990 -2.87686 -0.82422 -0.08
C 4.27269 -3.11071 -0.21874 -0.09
C 4.98053 -2.05334 0.32648 -0.08
C 4.46837 -0.76990 0.26335 -0.03
C 1.86457 1.06479 0.89405 -0.19
C 2.34679 1.83642 1.94162 -0.04
C 1.59923 1.99600 3.09571 -0.09
C 0.36067 1.38864 3.21055 -0.09
C -0.12616 0.61433 2.16995 -0.07
C 0.62595 0.44974 1.02158 -0.02
C -1.78239 2.06117 -0.94111 -0.02
C -2.67837 1.25813 -0.25945 -0.06
H -3.52121 -1.24078 2.57034 0.07
H -2.52385 -2.28472 1.75066 0.07
H -2.07839 -1.68189 -1.79656 0.11
H -0.45954 -0.23744 -3.03260 0.12
H 0.33290 1.97368 -3.57572 0.11
H -0.28974 3.40199 -2.72740 0.12
H 1.04312 2.78396 -0.71891 0.12
H 2.07050 3.09029 -2.13670 0.12
H 2.30717 0.74758 -2.37031 0.13
H 3.51800 1.59412 -0.35951 0.15
H 1.58304 -1.40929 -1.35579 0.10
H 2.49268 -3.69842 -1.25050 0.10
H 4.67305 -4.11268 -0.17171 0.10
H 5.93535 -2.22798 0.80054 0.10
H 5.02468 0.05267 0.69045 0.11
H 3.31013 2.32016 1.85480 0.11
H 1.98406 2.60036 3.90444 0.10
H -0.22330 1.51932 4.10980 0.10
H -1.09059 0.13358 2.24619 0.07
H 0.24765 -0.14798 0.20886 0.10
H -1.70448 3.10974 -0.69438 0.12
H -3.32115 1.64835 0.51282 0.12
```

=====

# 3
C9H12N2OS | wB97M-V/def2-TZVPD

Calculated values
HOMO = -7.99 eV
ΔE to the lowest compared entry with this formula, charge and spin = 42.5 kcal/mol
Gap between HOMO and LUMO = 0.3245 Eh
Lowest unoccupied orbital energy = 0.84 eV
Charge = 0

Geometry as XYZ:
```
25
Properties=species:S:1:pos:R:3:lowdin_charge:R:1
C 0.48619 -0.48690 -0.08109 -0.11
N -0.39125 0.43816 -0.20840 0.07
N -1.71700 0.15386 -0.30514 -0.18
C -2.51108 1.24417 0.28343 -0.14
C -3.97504 1.06864 -0.08231 -0.21
O -4.44388 -0.16998 0.37617 -0.13
C -3.70309 -1.21665 -0.21922 -0.20
C -2.21385 -1.15621 0.08922 -0.17
C 1.90602 -0.15240 -0.05617 -0.33
C 2.44632 1.17701 -0.10470 -0.14
C 3.80291 1.18342 -0.03000 -0.42
S 4.45545 -0.40080 0.10413 0.97
C 2.88254 -1.08633 0.05358 -0.39
H 0.20566 -1.54401 0.01772 0.11
H -2.11664 2.18309 -0.11311 0.12
H -2.39794 1.23158 1.38847 0.13
H -4.60434 1.82281 0.38780 0.12
H -4.10414 1.15258 -1.17901 0.13
H -4.15598 -2.13856 0.14600 0.13
H -3.80111 -1.15678 -1.32986 0.13
H -1.72663 -1.95481 -0.50604 0.12
H -2.01993 -1.33920 1.15341 0.13
H 1.80361 2.05643 -0.18197 0.11
H 4.44343 2.03362 -0.10635 0.06
H 2.77014 -2.16674 0.12587 0.08
```

=====

# 4
C4H9N2 | wB97M-V/def2-TZVPD

Calculated values
HOMO = -14.74 eV
ΔE to the lowest compared entry with this formula, charge and spin = 111.1 kcal/mol
Gap between HOMO and LUMO = 0.3632 Eh
Lowest unoccupied orbital energy = -4.86 eV
Charge = +1

Geometry as XYZ:
```
15
Properties=species:S:1:pos:R:3:lowdin_charge:R:1
C -1.25303 1.37504 -0.10189 0.18
N -0.74132 0.25042 0.18025 -0.14
C -1.43396 -1.06840 0.11905 0.09
N 0.56302 0.04884 0.59855 -0.03
C 1.48280 -0.74557 -0.18577 -0.07
C 1.65632 0.75512 0.00193 -0.06
H -0.72361 2.37150 0.15146 0.17
H -2.29684 1.53365 -0.09055 0.11
H -2.42123 -0.80441 -0.05092 0.09
H -1.48807 -1.42460 1.16531 0.14
H -0.93102 -1.72568 -0.44894 0.06
H 1.19769 -1.24936 -1.16570 0.15
H 2.10105 -1.42921 0.24913 0.08
H 2.51977 0.94019 0.55789 0.10
H 1.76842 1.17247 -0.97979 0.13
```